Record 1
DFT (ωB97M-V/def2-TZVPD) results for the ion C4H11N3 with charge +2 in a non-equilibrium geometry.

Kohn-Sham gap: 0.4150 Eh
SMILES string: C/[NH+]=C1/C[NH2+]CN1
net charge: +2
largest force on an atom: 4.29 eV Å⁻¹
E_LUMO: -8.16 eV

Structure (XYZ):
```
18
C4H11N3, DFT ωB97M-V/def2-TZVPD
C -2.734 0.349 0.014
N -1.500 -0.549 0.239
C -0.256 -0.261 0.069
C 0.834 -1.291 -0.099
N 2.052 -0.394 0.147
C 1.625 1.084 -0.061
N 0.269 0.971 -0.087
H -3.657 -0.255 0.214
H -2.670 0.590 -1.108
H -2.542 1.311 0.428
H -1.743 -1.508 0.110
H 0.760 -2.231 0.604
H 0.885 -1.687 -1.170
H 2.214 -0.572 1.187
H 2.796 -0.389 -0.537
H 2.091 1.478 -1.030
H 1.802 1.529 0.925
H -0.225 1.823 0.156
```


Record 2
DFT (ωB97M-V/def2-TZVPD) results for a cluster of 2 separate species, C4H11N3O in total in a non-equilibrium geometry.

Kohn-Sham gap: 0.2644 Eh
SMILES string: NC(N)=NO.C=CC
largest force on an atom: 4.15 eV Å⁻¹
E_LUMO: 0.69 eV

Structure (XYZ):
```
19
C4H11N3O, DFT ωB97M-V/def2-TZVPD
N -0.982 1.975 -1.711
C -1.193 0.720 -1.205
N -1.320 -0.297 -2.105
N -1.605 0.546 0.050
O -3.003 0.840 0.106
H -0.643 2.043 -2.659
H -1.285 2.721 -1.101
H -0.582 -0.317 -2.793
H -1.806 -1.103 -1.744
H -3.280 1.012 1.011
C 1.944 0.178 0.489
C 1.190 -0.883 0.956
C 1.637 -1.542 2.237
H 2.716 0.595 1.123
H 1.949 0.354 -0.579
H 0.857 -1.646 0.256
H 0.840 -2.103 2.726
H 2.134 -0.831 2.898
H 2.434 -2.263 2.046
```


Record 3
DFT (ωB97M-V/def2-TZVPD) results for a cluster of 2 separate species, C4H11N3O in total in a non-equilibrium geometry.

Kohn-Sham gap: 0.4191 Eh
net charge: +2
largest force on an atom: 5.57 eV Å⁻¹
E_LUMO: -7.62 eV

Structure (XYZ):
```
19
C4H11N3O, DFT ωB97M-V/def2-TZVPD
C -2.545 0.313 -2.040
C 0.964 1.084 -0.015
C 1.847 -1.378 2.718
C 0.836 -0.125 0.736
N -1.495 -0.270 -1.955
N -3.707 0.826 -1.863
N 1.663 -0.342 1.683
O -0.358 -0.675 -2.356
H -0.154 1.485 -0.311
H 1.574 1.895 0.513
H 1.537 1.127 -0.956
H 1.086 -2.115 2.779
H 2.751 -1.971 2.610
H 2.087 -0.681 3.664
H -0.074 -0.765 0.516
H -4.514 0.146 -2.090
H -3.764 1.825 -1.991
H -0.238 -0.686 -3.324
H 2.503 0.309 1.682
```


Record 4
DFT (ωB97M-V/def2-TZVPD) results for a cluster of 2 separate species, C4H11N3O2 in total in a non-equilibrium geometry.

Kohn-Sham gap (spin up / spin down): 0.0990 / 0.3243 Eh
2S+1: 2
net charge: -1
largest force on an atom: 6.69 eV Å⁻¹
E_LUMO (spin up / spin down): 3.64 / 3.52 eV

Structure (XYZ):
```
20
C4H11N3O2, DFT ωB97M-V/def2-TZVPD
C -0.412 2.344 -2.195
C -1.276 1.815 -1.231
O -2.174 0.834 -1.792
O -1.569 2.060 -0.029
H -0.043 3.401 -2.184
H -0.824 2.246 -3.244
H 0.669 1.826 -2.317
C 0.230 -3.096 1.724
C 1.117 -0.954 0.853
N 0.142 -1.690 1.361
N 2.621 -1.448 0.699
N 1.013 0.394 0.772
H -2.742 0.463 -1.073
H 2.590 -2.351 1.034
H 2.829 -1.527 -0.260
H 0.387 0.857 1.427
H 1.921 0.851 0.690
H 0.702 -3.003 2.740
H 0.804 -3.719 0.971
H -0.740 -3.635 2.062
```


Record 5
DFT (ωB97M-V/def2-TZVPD) results for a cluster of 2 separate species, C4H11N3O2 in total in a non-equilibrium geometry.

Kohn-Sham gap: 0.3465 Eh
SMILES string: [H]/N=C(\N)NC.CC(=O)O
largest force on an atom: 6.02 eV Å⁻¹
E_LUMO: 0.68 eV

Structure (XYZ):
```
20
C4H11N3O2, DFT ωB97M-V/def2-TZVPD
H -0.765 1.435 -3.481
N -0.347 1.051 -2.734
C -0.381 -0.220 -2.496
N -1.089 -1.272 -3.156
N 0.398 -0.709 -1.443
C 1.842 -0.180 -1.403
H -1.383 -2.047 -2.599
H -1.653 -1.015 -3.947
H 0.156 -1.536 -1.002
H 2.216 0.378 -2.343
H 2.439 -0.967 -1.125
H 1.983 0.329 -0.395
C -0.159 0.930 4.184
C -0.352 0.044 2.823
O -0.267 -1.215 2.642
O -1.026 0.929 1.992
H -0.099 0.267 4.948
H -1.003 1.681 4.266
H 0.753 1.558 4.044
H -1.264 0.559 1.228
```


Record 6
DFT (ωB97M-V/def2-TZVPD) results for a cluster of 2 separate species, C4H11N3O2 in total in a non-equilibrium geometry.

Kohn-Sham gap: 0.3648 Eh
SMILES string: CN=C(N)N.CC(=O)O
largest force on an atom: 3.54 eV Å⁻¹
E_LUMO: 0.82 eV

Structure (XYZ):
```
20
C4H11N3O2, DFT ωB97M-V/def2-TZVPD
C -1.953 -1.354 -0.363
N -1.249 -0.122 -0.031
C -1.485 0.903 -0.744
N -2.525 1.095 -1.661
N -0.589 2.062 -0.581
H -2.089 -1.835 0.677
H -1.462 -1.984 -1.180
H -2.970 -1.266 -0.857
H -3.479 1.100 -1.241
H -2.614 1.670 -2.531
H 0.324 1.891 -0.073
H -1.122 2.828 -0.033
C 3.580 -0.724 1.377
C 2.245 -0.200 0.861
O 2.055 0.895 0.438
O 1.341 -1.146 0.749
H 4.152 0.005 1.972
H 4.104 -1.095 0.534
H 3.351 -1.662 1.933
H 0.384 -1.062 0.754
```